{"formula": "C25H25O5PRu", "method": "the ωB97M-V functional and the def2-TZVPD basis", "homo_energy_ev": [-10.5, -12.0], "multiplicity": 6, "relative_energy_kcal_mol": 3.37, "total_charge": 1, "orbital_gap_ev": [8.1150, 7.9915], "s_squared": 8.80, "elements": ["Ru", "P", "O", "O", "O", "O", "O", "C", "C", "C", "C", "C", "C", "C", "C", "C", "C", "C", "C", "C", "C", "C", "C", "C", "C", "C", "C", "C", "C", "C", "C", "C", "H", "H", "H", "H", "H", "H", "H", "H", "H", "H", "H", "H", "H", "H", "H", "H", "H", "H", "H", "H", "H", "H", "H", "H", "H"], "xyz": [[1.676, 0.600, -0.935], [-0.579, -0.405, -0.692], [5.533, -0.814, -1.282], [3.181, 0.611, 0.960], [3.487, 0.038, -1.637], [3.660, 4.132, 0.616], [2.358, 2.758, -0.553], [-4.045, 1.996, -2.455], [-2.509, -3.876, -1.520], [-2.869, 1.814, -3.164], [-0.169, 1.394, 1.428], [-4.200, 1.429, -1.199], [-1.846, 1.074, -2.597], [-3.192, 0.674, -0.610], [-3.413, 0.085, 0.758], [0.444, -0.666, 3.243], [3.157, 2.947, 0.345], [-2.198, -2.548, -1.249], [-0.298, 0.040, 1.051], [1.460, -2.872, -0.525], [0.130, -3.148, -0.839], [-0.913, -2.166, -0.896], [-0.227, -4.491, -1.132], [0.003, -0.972, 1.968], [4.202, -0.347, 0.618], [4.478, -0.394, -0.890], [-0.581, 2.551, 0.553], [3.663, 1.895, 1.296], [0.273, 1.670, 2.721], [0.588, 0.662, 3.618], [-1.996, 0.511, -1.329], [-1.514, -4.847, -1.459], [0.347, 2.706, 3.030], [-2.748, 2.245, -4.148], [-2.980, -0.912, 0.853], [-5.130, 1.568, -0.661], [5.123, -0.152, 1.165], [-1.748, -5.879, -1.679], [1.798, -1.885, -0.238], [0.666, -1.460, 3.943], [0.552, -5.242, -1.093], [-4.478, 0.009, 0.971], [-0.155, 3.480, 0.929], [-2.966, 0.708, 1.536], [4.754, 1.936, 1.304], [2.197, -3.661, -0.538], [-0.279, 2.449, -0.494], [-4.851, 2.575, -2.885], [0.923, 0.912, 4.616], [-0.920, 0.928, -3.142], [-3.521, -4.142, -1.790], [-0.126, -2.008, 1.684], [3.820, -1.323, 0.925], [3.319, 4.792, -0.007], [-2.982, -1.805, -1.332], [-1.668, 2.659, 0.542], [3.310, 2.166, 2.295]], "forces_ev_per_a": [[0.09, -0.06, -0.26], [0.15, 0.37, -0.04], [-0.12, -0.05, -0.03], [-0.01, 0.03, 0.02], [-0.11, -0.05, 0.10], [0.02, -0.06, 0.05], [-0.06, -0.11, -0.09], [-0.03, 0.00, 0.02], [-0.02, 0.03, -0.01], [0.04, -0.01, -0.01], [-0.08, -0.01, 0.09], [-0.01, 0.01, -0.03], [-0.03, 0.00, 0.04], [0.05, -0.01, -0.02], [0.00, -0.01, 0.01], [-0.01, -0.01, -0.01], [0.08, 0.17, 0.06], [-0.07, -0.04, 0.00], [0.02, -0.10, 0.09], [0.00, 0.04, 0.09], [-0.06, -0.04, -0.02], [0.12, -0.03, 0.02], [-0.01, 0.01, 0.00], [-0.03, 0.03, 0.03], [-0.06, -0.17, -0.06], [0.17, 0.20, 0.05], [0.03, -0.01, -0.05], [-0.03, -0.08, 0.07], [0.01, 0.00, 0.00], [-0.02, 0.01, -0.03], [-0.09, -0.08, 0.02], [0.03, 0.01, 0.00], [0.01, 0.00, 0.01], [0.01, 0.00, -0.02], [-0.01, 0.01, 0.02], [-0.01, 0.00, 0.01], [-0.02, 0.03, -0.02], [0.00, -0.01, 0.00], [-0.02, 0.00, -0.02], [0.00, -0.01, 0.01], [0.00, -0.01, -0.01], [-0.01, 0.00, -0.02], [0.01, 0.00, 0.01], [0.01, 0.01, 0.01], [-0.01, -0.01, -0.02], [0.02, 0.00, -0.01], [0.00, 0.01, 0.03], [-0.01, 0.01, 0.00], [0.01, 0.01, 0.01], [0.01, 0.01, -0.01], [-0.01, -0.01, 0.00], [0.02, -0.03, -0.03], [0.01, 0.03, 0.04], [-0.04, 0.03, -0.06], [0.04, -0.02, -0.02], [0.00, 0.00, 0.00], [0.02, -0.02, -0.02]]}